{
  "formula": "C7H9N4O2S2",
  "method": "the ωB97M-V functional and the def2-TZVPD basis",
  "total_charge": 1,
  "homo_ev": -12.540,
  "gap_ha": 0.2702,
  "species": ["C", "C", "C", "C", "C", "C", "C", "N", "N", "N", "N", "O", "O", "S", "S", "H", "H", "H", "H", "H", "H", "H", "H", "H"],
  "positions_angstrom": [[-2.75947, -0.62053, -0.62213], [1.93664, -1.01137, 0.27933], [-0.49684, -1.07400, -0.37921], [2.66894, 0.85112, -0.92266], [-2.78269, 0.59574, 0.15930], [2.81394, -1.48105, 1.42353], [-2.76029, 1.96722, -0.43260], [-1.74755, -1.41378, -0.91527], [1.75326, 1.25084, 0.03438], [-0.22064, 0.09172, 0.04688], [1.08493, 0.17523, 0.54090], [3.28732, 1.43417, -1.71325], [2.75255, -0.49837, -0.82784], [-4.36211, -0.40517, -0.38768], [0.79585, -2.24593, -0.47240], [-2.71542, 0.58902, 1.26004], [3.78418, -1.17770, 1.69594], [2.92044, -2.53818, 1.55024], [2.22177, -1.28614, 2.41390], [-2.91692, 2.03400, -1.56416], [-1.70119, 2.34587, -0.40437], [-3.45218, 2.67100, -0.04613], [-1.99621, -2.35869, -1.25819], [1.89170, 2.10499, 0.54144]],
  "forces_ev_per_a": [[1.3, 0.2, 1.1], [1.2, 1.4, -1.9], [1.9, 0.2, -0.3], [-0.9, -1.6, 1.1], [-1.7, 1.1, 0.3], [-3.0, -0.6, 3.3], [2.2, 0.4, -3.0], [-2.2, -0.2, 0.0], [0.3, 0.7, -0.9], [-0.3, -0.6, -0.4], [-0.7, -0.5, 1.9], [1.2, 2.0, -1.3], [-0.2, -1.7, 0.6], [-0.3, -0.4, -0.5], [0.1, -0.3, 0.7], [0.4, -0.5, -0.7], [1.2, 1.5, -0.9], [-0.3, -1.0, -0.9], [0.7, 0.0, -1.8], [-0.1, -0.8, 1.4], [-1.0, -0.2, 0.6], [-0.5, 0.4, 1.0], [0.8, 0.7, 0.2], [-0.1, 0.0, 0.4]]
}

***

{
  "formula": "C37H30CaCl3N6O3SSbSe4",
  "method": "the ωB97M-V functional and the def2-TZVPD basis",
  "homo_ev": -6.860,
  "gap_ha": 0.2266,
  "species": ["Ca", "C", "O", "C", "N", "C", "C", "C", "C", "C", "C", "C", "C", "C", "C", "C", "C", "N", "C", "N", "C", "C", "O", "C", "C", "C", "C", "C", "C", "H", "H", "H", "H", "H", "H", "H", "H", "H", "H", "H", "H", "H", "H", "H", "H", "H", "H", "H", "N", "C", "O", "C", "C", "C", "N", "C", "C", "H", "H", "H", "H", "H", "H", "Se", "Sb", "Se", "Se", "Se", "S", "C", "C", "C", "C", "C", "C", "H", "H", "H", "H", "H", "Cl", "C", "Cl", "Cl", "C", "N"],
  "positions_angstrom": [[0.70910, -0.15068, 0.30218], [1.61065, 4.76431, 0.17905], [2.19263, 3.93447, -0.86012], [1.91776, 2.67590, -0.50418], [1.30248, 2.43850, 0.58422], [1.09589, 3.76012, 1.23624], [-0.31338, 4.08863, 1.64922], [-1.35834, 4.01878, 0.73117], [-2.61533, 4.48696, 1.07503], [-2.84682, 5.01043, 2.34403], [-1.81384, 5.06129, 3.26918], [-0.54709, 4.60461, 2.91696], [2.53672, 1.64396, -1.38999], [2.99007, 1.92803, -2.66206], [3.65241, 0.92017, -3.35129], [3.86900, -0.30898, -2.74622], [3.37693, -0.48564, -1.47063], [2.70399, 0.45730, -0.81787], [3.55452, -1.68793, -0.61620], [2.79356, -1.89643, 0.36689], [3.28614, -3.10563, 1.05800], [4.58406, -3.44719, 0.27559], [4.60546, -2.49435, -0.83773], [2.25999, -4.21560, 1.08776], [2.27175, -5.12119, 2.14575], [1.38608, -6.19062, 2.16599], [0.48192, -6.36347, 1.12383], [0.47024, -5.46407, 0.06456], [1.36190, -4.39794, 0.04498], [0.80386, 5.33952, -0.26144], [2.38153, 5.43130, 0.54998], [1.72460, 3.77195, 2.12571], [-1.18786, 3.59924, -0.25936], [-3.41836, 4.44269, 0.34839], [-3.83025, 5.38134, 2.60671], [-1.98578, 5.46875, 4.25889], [0.26757, 4.65988, 3.63387], [2.82332, 2.90476, -3.09175], [4.00154, 1.09725, -4.36040], [4.40423, -1.10906, -3.23826], [3.51438, -2.84681, 2.09292], [4.57745, -4.45649, -0.12457], [5.48942, -3.28387, 0.85468], [2.97125, -4.98353, 2.96722], [1.39825, -6.88445, 2.99770], [-0.20717, -7.20004, 1.13594], [-0.23325, -5.58145, -0.75165], [1.34798, -3.70665, -0.78722], [-1.75948, -5.61268, 4.59533], [-0.57668, -4.96295, 4.72602], [0.22029, -5.21361, 5.60768], [-0.27776, -3.88570, 3.70896], [-0.96139, -3.73003, 2.51883], [-0.58531, -2.71490, 1.65349], [0.40769, -1.86761, 1.93303], [1.06792, -2.02734, 3.09129], [0.76884, -3.02010, 3.99564], [-1.98856, -6.30760, 5.28397], [-2.45461, -5.34996, 3.92374], [-1.76829, -4.38589, 2.21915], [-1.07048, -2.59933, 0.68913], [1.87856, -1.33102, 3.28634], [1.32791, -3.14442, 4.91343], [-3.45863, 0.14315, -2.15052], [-1.42755, -0.76947, -3.42607], [-2.23790, -1.61934, -5.50131], [0.10824, -2.18610, -2.13422], [-0.24968, 1.43536, -4.16209], [-1.20872, 2.96411, -2.95026], [-2.51137, 3.61351, -3.97028], [-2.85868, 4.94833, -3.77529], [-3.89802, 5.50930, -4.50830], [-4.58114, 4.74508, -5.44466], [-4.23006, 3.41369, -5.63453], [-3.20325, 2.84006, -4.89673], [-2.31443, 5.54555, -3.05072], [-4.16407, 6.54879, -4.35466], [-5.37907, 5.18717, -6.02869], [-4.76089, 2.80739, -6.35944], [-2.94164, 1.80187, -5.05363], [-1.58044, 0.82861, 2.00142], [-2.84529, 0.46390, 0.75617], [-4.13632, 1.66878, 0.86009], [-3.56719, -1.13212, 1.15025], [-2.17583, 0.43657, -0.67625], [-0.96789, 0.45088, -0.89802]],
  "forces_ev_per_a": [[0.8, -0.5, 0.5], [0.1, -0.1, -0.1], [-0.1, 0.1, 0.2], [0.4, -0.2, -0.3], [0.0, 0.1, -0.2], [0.0, -0.2, -0.2], [-0.1, 0.1, 0.0], [0.1, 0.0, -0.1], [0.0, 0.1, 0.0], [0.1, 0.0, 0.0], [0.0, 0.0, -0.1], [-0.1, 0.0, 0.0], [-0.1, 0.2, 0.2], [0.1, 0.0, -0.2], [-0.1, 0.1, -0.1], [0.2, 0.0, -0.1], [-0.1, -0.2, 0.4], [0.3, 0.5, -0.4], [0.4, 0.2, -0.4], [-0.1, -0.3, 0.5], [-0.1, 0.2, -0.2], [-0.1, 0.1, -0.1], [-0.3, -0.2, 0.2], [0.3, -0.3, -0.1], [0.0, -0.1, 0.0], [0.0, -0.1, -0.1], [0.1, 0.0, 0.0], [0.1, 0.0, 0.0], [0.1, -0.3, 0.0], [-0.1, 0.0, -0.1], [0.1, 0.0, 0.0], [0.1, 0.0, 0.1], [0.0, 0.0, 0.1], [0.1, 0.0, 0.1], [0.0, 0.0, 0.0], [0.0, 0.0, -0.1], [-0.1, 0.0, -0.1], [0.0, 0.0, 0.0], [0.0, 0.0, 0.0], [0.0, 0.0, 0.0], [0.1, 0.1, 0.0], [0.0, 0.0, -0.1], [0.0, 0.0, 0.0], [-0.1, 0.0, -0.1], [0.0, 0.0, 0.0], [0.0, 0.0, 0.0], [0.0, 0.0, 0.0], [0.1, -0.1, 0.1], [0.1, 0.0, 0.0], [0.0, 0.1, -0.1], [0.0, -0.1, 0.0], [-0.2, -0.1, 0.1], [-0.1, 0.0, 0.0], [0.3, 0.1, 0.1], [-0.4, -0.3, 0.7], [-0.2, 0.2, -0.2], [0.0, 0.1, 0.1], [0.0, 0.0, 0.0], [0.0, 0.0, 0.0], [0.1, 0.0, 0.0], [0.0, 0.0, 0.0], [-0.1, 0.0, 0.0], [0.0, 0.0, 0.0], [0.2, -0.1, 0.1], [-0.2, 0.0, -0.1], [0.0, 0.0, 0.1], [-0.1, 0.3, 0.0], [0.1, 0.0, 0.0], [0.1, 0.1, 0.1], [0.0, 0.0, -0.1], [-0.1, 0.0, 0.0], [0.0, -0.1, 0.0], [0.0, 0.0, 0.0], [0.0, 0.0, 0.0], [-0.1, 0.1, 0.0], [0.0, 0.0, -0.1], [0.0, 0.0, 0.0], [0.0, 0.0, 0.0], [0.0, 0.0, 0.0], [0.0, 0.0, 0.0], [-0.4, 0.0, -0.2], [0.0, -0.2, -0.2], [0.1, -0.2, -0.1], [0.2, 0.2, -0.1], [0.0, -0.1, 0.0], [-1.4, 0.8, 0.1]]
}

***

{
  "formula": "C5H8O",
  "method": "the ωB97M-V functional and the def2-TZVPD basis",
  "homo_ev": -9.648,
  "gap_ha": 0.3999,
  "species": ["C", "C", "C", "C", "C", "O", "H", "H", "H", "H", "H", "H", "H", "H"],
  "positions_angstrom": [[1.72391, -0.49550, 0.10728], [0.74527, 0.18032, -0.86561], [-0.69538, -0.20796, -0.65929], [-1.69326, 0.66482, -0.60169], [-0.91156, 0.40004, 2.54162], [-1.72699, -0.36784, 2.73146], [2.73725, -0.07873, 0.20057], [1.30399, -0.47071, 1.10919], [1.86526, -1.54022, -0.15647], [0.85904, 1.26980, -0.78954], [0.93166, -0.15465, -1.89272], [-0.91346, -1.27754, -0.58628], [-1.51071, 1.73283, -0.71160], [-2.71503, 0.34536, -0.42691]],
  "forces_ev_per_a": [[-0.1, -0.3, 0.2], [0.1, -0.1, -0.2], [0.0, 0.2, 0.3], [0.0, -0.1, 0.0], [-1.0, -0.9, 0.3], [0.9, 0.9, -0.2], [-0.4, 0.3, -0.4], [0.0, 0.0, 0.2], [-0.1, -0.2, 0.0], [-0.2, -0.2, -0.3], [0.5, 0.4, 0.0], [0.1, 0.2, 0.1], [0.0, -0.2, 0.1], [0.0, 0.0, -0.1]]
}